(1)
Density functional theory data (wB97M-V/def2-TZVPD) for a 2-piece molecular cluster, C2H3IN2 overall.

For the HOMO-LUMO gap, the calculation gives 6.888 eV. Its charge is 0. The HOMO energy is -8.87 eV.

Geometry (Å):
C -1.5246 0.0879 -0.6444
C 1.0136 -0.4205 0.6040
N -2.1662 -0.8431 -0.9497
N -0.6375 0.9019 -0.4682
I 2.5465 -0.7564 -0.7985
H 1.2930 0.3947 1.2715
H 0.1951 -1.0772 0.7278
H -0.7198 1.7128 0.2575

Forces on atoms 1 to 6 (eV/Å):
C -4.3 -4.9 -1.2
C 0.2 2.7 -2.3
N -0.4 0.2 0.2
N 6.5 5.6 3.6
I -1.2 0.0 0.9
H -0.3 -0.6 0.2

Atomic charges from the Mulliken analysis, expressed in e, are listed below: C 0.444; C -0.600; N -0.522; N -0.544; I 0.221; H 0.297; H 0.429; H 0.274


(2)
Density functional theory data (wB97M-V/def2-TZVPD) for an isolated molecule of F2HPS2.

For the HOMO-LUMO gap, the calculation gives 9.265 eV. Its charge is 0. As for the SMILES: FP(F)(=S)S. The HOMO energy is -9.82 eV.

Geometry (Å):
F 0.4261 -0.5164 -1.4736
P 0.2007 0.3711 -0.2341
F -0.1816 1.7289 -0.9184
S 1.8613 0.3434 0.8469
S -1.6289 -0.6584 0.5548
H -0.6777 -1.2687 1.2245

Forces on the atoms, in the same order (eV/Å):
F -0.2 0.0 -0.9
P 1.1 -0.7 1.8
F -0.3 -0.7 0.5
S -2.3 0.3 -0.9
S 1.3 1.9 -1.1
H 0.3 -0.7 0.7

Atomic charges from the Mulliken analysis, expressed in e, are listed below: F -0.152; P 0.627; F -0.176; S -0.306; S -0.199; H 0.206


(3)
Density functional theory data (wB97M-V/def2-TZVPD) for an isolated molecule of C9H14BrNO2.

For the HOMO-LUMO gap, the calculation gives 9.405 eV. Its charge is 0. As for the SMILES: C[C@H]1C=CC[C@](C)(Br)[C@@]1(C)[N+](=O)[O-]. The HOMO energy is -9.19 eV.

Geometry (Å):
C -2.0288 1.6581 0.0528
C -0.6172 1.3886 0.4477
C -0.3187 0.9617 1.8312
C 0.6921 0.1541 2.2348
C 1.3665 -0.7607 1.3806
C 1.2036 -0.4584 -0.1490
C 1.6321 -1.6921 -0.9617
Br 2.4714 0.9517 -0.5255
C -0.1682 -0.0267 -0.5893
C -0.3596 0.2306 -2.0882
N -1.1384 -1.0406 -0.1486
O -0.8990 -1.5574 0.9167
O -2.2066 -1.1012 -0.7445
H -2.0950 2.4754 -0.7903
H -2.4732 2.0929 0.9376
H -2.5666 0.8035 -0.2605
H 0.1763 2.1049 0.1762
H -0.8789 1.3584 2.6260
H 0.7899 -0.0127 3.2618
H 2.3990 -0.8162 1.6643
H 0.9004 -1.7481 1.5424
H 0.9376 -2.5436 -0.6675
H 2.6597 -1.7604 -0.5329
H 1.5824 -1.4931 -2.0481
H -1.3641 0.3560 -2.5443
H 0.0231 -0.6307 -2.6415
H 0.2801 1.1059 -2.3803

Forces on atoms 1 to 6 (eV/Å):
C 0.3 3.7 -0.7
C 1.6 -3.3 -2.3
C 1.7 -0.7 0.5
C -2.8 1.8 -0.8
C 0.6 -1.1 -1.9
C 0.3 -1.1 0.2

Atomic charges from the Mulliken analysis, expressed in e, are listed below: C -1.286; C 0.628; C -0.405; C -0.824; C -1.102; C 0.509; C -1.386; Br 0.003; C 0.216; C -1.903; N 1.159; O -0.627; O -0.700; H 0.225; H 0.453; H 0.360; H 0.523; H 0.384; H 0.481; H 0.555; H 0.402; H 0.304; H 0.475; H 0.376; H 0.394; H 0.437; H 0.349


(4)
Density functional theory data (wB97M-V/def2-TZVPD) for C32H46CrGeIN4O5P as an isolated structure.

For the HOMO-LUMO gap (spin up / spin down), the calculation gives 4.212 / 6.601 eV. Its charge is -2. The HOMO energy (spin up / spin down) is 0.07 / -2.33 eV. Its spin multiplicity is 5. The expectation value of S² is 6.0658.

Geometry (Å):
Cr 0.5783 0.5919 0.9078
C 3.7995 -0.8505 3.5144
C 4.9577 -0.6018 2.7501
C 4.8324 -0.1012 1.4869
C 3.5453 0.1681 0.9473
N 2.4225 -0.0577 1.7168
C 2.5784 -0.5543 2.9388
C 3.3211 0.6518 -0.3615
C 4.3328 0.8523 -1.3401
C 3.9936 1.2950 -2.5891
C 2.6443 1.5603 -2.8984
C 1.7122 1.3523 -1.8944
N 2.0102 0.9068 -0.6863
H 3.8441 -1.2461 4.5194
H 5.9423 -0.7998 3.1601
H 5.7142 0.1051 0.8948
H 1.6612 -0.7199 3.4822
H 5.3687 0.6573 -1.0956
H 4.7667 1.4499 -3.3345
H 2.3362 1.9255 -3.8680
H 0.6602 1.5527 -2.0480
O -0.2384 -0.9634 -0.1059
C -0.8313 -1.9498 -0.8105
C -2.6219 -2.1097 -2.7162
C -2.2784 -3.5017 -3.1575
C -1.1882 -4.2463 -2.9495
C 0.0101 -3.9711 -2.1591
C 0.1898 -3.0164 -1.2399
C 1.4868 -2.9976 -0.5260
N 1.7230 -3.4399 0.6854
C 3.0724 -3.2675 0.8853
C 3.6539 -2.7167 -0.2174
N 2.6314 -2.5655 -1.1227
H -3.3807 -2.1858 -1.9280
H -3.0565 -3.9630 -3.7640
H -1.1906 -5.2253 -3.4235
H 0.8229 -4.6795 -2.3002
H 3.5390 -3.5091 1.8268
H 4.6531 -2.3707 -0.4141
H 2.6610 -2.0447 -1.9830
C -2.5650 -0.0712 5.0741
Ge -0.8103 0.5636 4.4050
C -0.8713 2.5066 4.7498
C 0.4822 -0.1379 5.7449
C -0.5538 -0.0242 2.5915
H -2.7495 0.2556 6.1019
H -2.6083 -1.1621 5.0388
H -3.3588 0.3133 4.4307
H -1.1885 2.6826 5.7819
H -1.5886 2.9847 4.0802
H 0.0987 2.9772 4.5944
H -0.0051 -0.1969 6.7218
H 1.3557 0.5118 5.8331
H 0.8291 -1.1386 5.4788
H -1.5634 0.0330 2.1683
H -0.3255 -1.1004 2.6334
I 2.1893 3.9214 0.9032
C 0.9122 2.4089 1.8714
H -0.0249 2.9578 1.9594
H 1.3793 2.3460 2.8537
C -0.3849 -1.0009 -3.1458
C -1.4689 -1.2921 -2.1081
C -3.2808 -1.3795 -3.8962
C -1.8777 -2.6814 0.0577
O -2.0664 -0.0202 -1.8151
P -2.2130 0.8814 -0.4873
O -3.0617 0.2417 0.5364
O -0.9044 1.5677 -0.1309
O -3.1415 2.0566 -1.1439
C -2.7382 3.1466 -1.9704
C -1.9631 4.1863 -1.1630
C -4.0541 3.7477 -2.4594
C -1.9186 2.6816 -3.1716
H -0.1463 -1.8782 -3.7463
H 0.5120 -0.6624 -2.6309
H -0.7199 -0.2012 -3.8084
H -4.1823 -1.9115 -4.2128
H -2.6047 -1.3289 -4.7533
H -3.5558 -0.3681 -3.6035
H -2.3337 -3.5350 -0.4510
H -2.6348 -1.9616 0.3726
H -1.3503 -3.0417 0.9424
H -2.5577 4.4987 -0.3020
H -1.7525 5.0620 -1.7838
H -1.0273 3.7690 -0.7971
H -4.6601 4.0491 -1.6036
H -4.6132 3.0048 -3.0316
H -3.8675 4.6203 -3.0905
H -0.9778 2.2474 -2.8429
H -1.7019 3.5322 -3.8233
H -2.4661 1.9244 -3.7353

Forces on atoms 1 to 6 (eV/Å):
Cr -0.5 0.1 -0.2
C 0.1 0.0 0.0
C 0.0 0.0 0.0
C 0.0 0.0 0.0
C 0.0 0.1 0.0
N 0.1 -0.2 0.0

Atomic charges from the Mulliken analysis, expressed in e, are listed below: Cr -0.345; C -1.088; C -0.562; C -0.979; C 0.393; N 0.972; C -0.116; C 0.010; C -0.978; C -0.899; C -0.729; C -0.214; N 1.630; H 0.452; H 0.377; H 0.342; H -0.089; H 0.346; H 0.369; H 0.485; H -0.415; O 0.981; C 1.221; C 0.797; C -0.888; C -1.056; C 0.194; C -0.307; C -0.594; N -0.590; C -0.830; C -0.392; N 0.149; H 0.482; H 0.273; H 0.315; H 0.437; H 0.466; H 0.594; H 0.312; C -1.438; Ge 0.788; C -1.388; C -1.492; C -0.370; H 0.409; H 0.391; H 0.364; H 0.415; H 0.329; H 0.414; H 0.429; H 0.391; H 0.454; H -0.071; H 0.280; I -0.345; C -0.990; H 0.613; H 0.583; C -1.128; C 1.277; C -1.707; C -2.374; O -0.066; P -0.207; O -0.991; O 0.703; O -0.459; C 1.927; C -1.407; C -1.993; C -0.751; H 0.497; H -0.744; H 0.496; H 0.527; H 0.336; H 0.169; H 0.382; H 0.258; H 0.519; H 0.338; H 0.429; H 0.016; H 0.386; H 0.430; H 0.378; H -0.305; H 0.639; H 0.132


(5)
Density functional theory data (wB97M-V/def2-TZVPD) for C33H28FInN6O9STe as an isolated structure.

For the HOMO-LUMO gap, the calculation gives 7.661 eV. Its charge is 0. The HOMO energy is -7.92 eV.

Geometry (Å):
In 0.2043 0.7181 0.6594
O 2.0817 0.9231 -0.5980
C 2.7857 0.0295 -1.0726
C 2.5586 -1.3852 -1.0353
C 3.5042 -2.1774 -1.6955
C 3.3475 -3.5349 -1.7563
C 2.2406 -4.1591 -1.1600
C 1.3014 -3.4067 -0.5169
C 1.4075 -1.9860 -0.4345
O 0.4743 -1.3437 0.1611
N 4.3133 -4.3338 -2.4951
O 5.2276 -3.7536 -3.0539
O 4.1410 -5.5386 -2.5340
H 3.6985 0.3402 -1.6028
H 4.3573 -1.7170 -2.1765
H 2.1446 -5.2333 -1.2318
H 0.4259 -3.8626 -0.0721
O 0.8903 2.7184 1.1734
N 0.1035 3.7534 0.9117
C 0.7025 4.9649 0.9093
C 0.0006 6.1037 0.6353
C -1.3595 5.9949 0.3383
C -1.9514 4.7583 0.3486
C -1.2213 3.5998 0.6570
S -1.9547 2.0438 0.7141
H 1.7563 4.9261 1.1376
H 0.5107 7.0552 0.6453
H -1.9423 6.8742 0.1007
H -3.0002 4.6339 0.1211
Te -0.9808 0.6497 -2.3089
C -0.6955 2.6824 -2.7943
C 0.3733 3.4066 -2.2702
C 0.5142 4.7536 -2.5783
C -0.4145 5.3859 -3.3929
C -1.4844 4.6687 -3.9080
C -1.6234 3.3191 -3.6130
C 0.5327 -0.1541 -3.5484
C 1.5614 0.6071 -4.0891
C 2.5698 -0.0118 -4.8190
C 2.5578 -1.3861 -5.0091
C 1.5242 -2.1441 -4.4744
C 0.5140 -1.5323 -3.7477
H 1.1023 2.9230 -1.6303
H 1.3527 5.3090 -2.1773
H -0.3030 6.4366 -3.6285
H -2.2101 5.1569 -4.5457
H -2.4558 2.7604 -4.0218
H 1.5827 1.6806 -3.9469
H 3.3686 0.5859 -5.2405
H 3.3509 -1.8659 -5.5678
H 1.5065 -3.2172 -4.6194
H -0.2848 -2.1354 -3.3296
F -1.7815 -4.5314 2.4224
C -1.3517 -3.7668 3.4324
C -0.2445 -3.0343 3.3252
N 0.2084 -2.2300 4.3525
C 1.2889 -1.3003 4.0705
C 0.9304 -0.3803 2.9178
O -0.2923 -0.1936 2.6477
O 1.8406 0.1193 2.2250
C -0.5026 -2.0877 5.5253
O -0.1857 -1.3370 6.4216
N -1.6296 -2.8886 5.6037
C -2.1822 -3.7074 4.6250
O -3.2370 -4.2782 4.7956
H 0.3313 -3.0168 2.4089
H 2.1995 -1.8413 3.8157
H 1.4743 -0.7144 4.9684
H -2.1565 -2.8000 6.4610
C -4.8056 -2.5092 2.3139
N -3.5815 -1.7169 2.4448
C -3.5642 -0.7232 3.5206
C -3.0010 -1.3362 1.3082
N -2.4815 -1.0001 0.3324
H -5.6725 -1.8739 2.1061
H -4.9575 -3.0568 3.2417
H -4.6812 -3.2270 1.5069
H -4.3036 0.0658 3.3514
H -2.5705 -0.2835 3.5844
H -3.7980 -1.2343 4.4540

Forces on atoms 1 to 6 (eV/Å):
In 0.0 -0.1 0.1
O 0.0 0.1 0.0
C 0.0 0.0 0.0
C 0.0 0.0 0.0
C 0.0 0.0 0.0
C 0.0 0.0 0.0

Atomic charges from the Mulliken analysis, expressed in e, are listed below: In 0.869; O -0.461; C -0.785; C 1.581; C -0.278; C -0.792; C -0.526; C -0.803; C -0.078; O -0.036; N 1.053; O -0.640; O -0.651; H 0.286; H 0.511; H 0.522; H 0.581; O -0.719; N 0.536; C -0.328; C -0.804; C -0.211; C -0.926; C 0.814; S -0.384; H 0.476; H 0.441; H 0.413; H 0.454; Te 0.708; C 0.261; C 0.128; C -0.839; C -0.655; C -0.603; C -0.730; C 0.368; C -0.147; C -0.662; C -0.615; C -0.529; C -0.535; H 0.498; H 0.474; H 0.409; H 0.399; H 0.446; H 0.469; H 0.417; H 0.416; H 0.460; H 0.394; F -0.407; C 0.331; C -0.093; N 0.117; C -1.326; C 1.051; O -0.553; O -0.724; C 0.487; O -0.655; N -0.017; C 0.185; O -0.647; H 0.605; H 0.300; H 0.432; H 0.252; C -1.019; N 0.346; C -0.923; C 0.258; N -0.468; H 0.336; H 0.306; H 0.339; H 0.334; H 0.166; H 0.337


Which relative energy (zero: lowest compared OMol25 entry of this formula, charge and spin) belongs to each record? In order, 64.4 0.5 60.4 29.7 0.0 kcal per mole.
Which molecular weight belongs to each record? In order, 181.964 134.112 248.120 849.227 946.103 g mol⁻¹.
Which strongest force on any atom belongs to each record? In order, 9.3 2.5 4.3 0.6 0.1 eV Å⁻¹.